# 1
Molecular formula: C6H10N2
Method: DFT, ωB97M-V with the def2-TZVPD basis set

CARTESIAN COORDINATES (ANGSTROEM)
C 0.09402 1.63446 0.31951
C -1.08643 0.67625 -0.19854
N -2.41090 0.06365 -0.08122
C -1.29009 -0.72042 0.34074
C 0.00884 -1.62067 -0.15985
C 1.15882 -0.62720 0.39190
N 2.40087 -0.02565 0.00663
C 1.12570 0.62796 -0.41625
H 0.21320 2.74395 0.13011
H 0.16490 1.64962 1.48817
H -0.86060 0.69191 -1.18566
H -2.88480 0.31798 -0.99056
H -1.15048 -0.91926 1.44533
H -0.20563 -2.71228 0.17344
H 0.05134 -1.46597 -1.25935
H 0.95739 -0.44325 1.42979
H 2.60874 -0.59690 -0.89697
H 1.11091 0.64599 -1.47715

Computed properties:
Net charge   0
2S+1   1

=====

# 2
Molecular formula: C6H9N
Method: DFT, ωB97M-V with the def2-TZVPD basis set

CARTESIAN COORDINATES (ANGSTROEM)
C 1.20269 -0.99813 -0.33842
C -0.27974 -0.51521 1.28218
C 0.23623 0.20828 0.08087
C 1.08194 1.45138 0.30984
C -0.94417 0.40349 -0.85030
C -1.96848 -0.25879 -0.31639
N -1.51926 -0.81981 0.90603
H 2.04072 -1.11583 0.36814
H 1.58771 -0.68392 -1.30148
H 0.73931 -1.99349 -0.45613
H 1.57523 1.73699 -0.62543
H 1.83563 1.24297 1.07113
H 0.48890 2.30586 0.64706
H -0.97673 0.96001 -1.77609
H -2.98443 -0.39926 -0.66452
H -2.11550 -1.38823 1.47765

Computed properties:
Net charge   0
2S+1   1

=====

Per-record HOMO level, eV: -8.764; -8.337
Per-record gap between HOMO and LUMO, eV: 9.63; 9.33
Per-record energy relative to the best compared isomer or geometry (same formula, charge and spin), kJ/mol: 731.7; 251.8